Below is 2 unconnected molecules or ions with the total composition CH7N2O at a distorted geometry, with properties calculated with wB97M-V/def2-TZVPD.

```
11
Properties=species:S:1:pos:R:3
N 1.575 -1.508 0.746
C 0.757 -0.273 0.573
O -0.514 -0.462 0.129
H 1.161 -1.982 1.573
H 1.281 -2.090 -0.033
H 0.818 0.336 1.518
H 1.337 0.309 -0.191
N -1.416 1.509 -1.237
H -1.048 0.701 -0.623
H -1.745 2.318 -0.684
H -2.207 1.142 -1.771
```

- Electronic energy: -227.042816 Ha
- Kohn-Sham gap: 7.94 eV
- LUMO: 0.1829 Eh
- Net charge: -1
- HOMO energy: -2.97 eV

Below is a molecular structure, C39H36BrN7O10P2SV at a distorted geometry, with properties calculated with wB97M-V/def2-TZVPD.

```
97
Properties=species:S:1:pos:R:3
V -0.484 -0.784 0.893
C 3.428 -0.501 6.941
C 2.291 -0.918 6.044
C 1.357 0.022 5.614
C 0.298 -0.342 4.804
C 0.170 -1.667 4.411
C 1.089 -2.617 4.818
C 2.146 -2.235 5.634
S -1.311 -2.255 3.651
O -2.277 -2.240 4.739
O -1.038 -3.555 3.085
N -1.675 -1.159 2.519
C -3.043 -1.219 2.103
C -4.138 -1.197 2.946
C -5.427 -1.369 2.418
C -5.639 -1.591 1.079
C -4.545 -1.627 0.191
C -4.657 -1.914 -1.195
C -3.513 -2.013 -1.946
C -2.270 -1.771 -1.364
N -2.127 -1.421 -0.086
C -3.254 -1.400 0.710
H 3.062 -0.188 7.922
H 3.978 0.341 6.516
H 4.130 -1.322 7.092
H 1.473 1.059 5.905
H -0.418 0.390 4.460
H 0.972 -3.635 4.478
H 2.880 -2.974 5.941
H -3.989 -1.070 4.005
H -6.274 -1.343 3.094
H -6.639 -1.760 0.694
H -5.635 -2.079 -1.631
H -3.553 -2.278 -2.996
H -1.353 -1.825 -1.933
O 2.100 -3.149 2.037
P 1.913 -2.735 0.492
O 2.658 -3.654 -0.393
O 0.416 -2.530 0.340
O 2.649 -1.260 0.461
P 2.559 -0.092 1.592
O 3.372 -0.749 2.836
O 3.328 1.093 1.151
O 1.094 0.008 1.977
H 3.028 -3.322 2.220
H 4.101 -0.143 2.999
C -0.855 0.631 -3.603
N -0.733 0.896 -2.187
C -1.715 1.536 -1.671
C -1.911 1.826 -0.279
C -2.645 2.920 0.181
C -2.515 2.919 1.576
C -1.730 1.809 1.875
N -1.353 1.132 0.773
C 0.233 1.253 -4.453
C 0.351 0.882 -5.791
C 1.319 1.444 -6.607
C 2.195 2.395 -6.094
C 2.084 2.772 -4.764
C 1.107 2.208 -3.951
H -1.828 0.966 -4.001
H -0.820 -0.452 -3.763
H -2.508 1.934 -2.327
H -3.178 3.627 -0.440
H -2.930 3.621 2.283
H -1.441 1.443 2.847
H -0.320 0.128 -6.189
H 1.396 1.137 -7.644
H 2.960 2.831 -6.725
H 2.762 3.509 -4.351
H 1.022 2.492 -2.912
Br 1.428 3.323 3.785
C 1.839 3.676 1.942
C 2.926 4.489 1.645
C 3.218 4.667 0.307
C 2.439 4.032 -0.652
C 1.381 3.252 -0.220
N 1.075 3.102 1.066
H 3.525 4.926 2.431
H 4.058 5.287 0.014
H 2.657 4.126 -1.708
H 0.748 2.702 -0.907
N 2.329 -4.783 -5.674
C 1.329 -4.138 -4.965
O 0.177 -4.521 -4.991
C 1.784 -2.928 -4.206
C 2.810 -2.114 -4.669
C 3.185 -1.020 -3.913
C 2.511 -0.791 -2.720
N 1.541 -1.570 -2.261
C 1.185 -2.622 -2.990
H 2.055 -5.700 -5.993
H 3.257 -4.727 -5.287
H 3.284 -2.317 -5.623
H 3.964 -0.345 -4.241
H 2.771 0.051 -2.086
H 0.425 -3.270 -2.569
```

- Electronic energy: -7242.881299 Ha
- Kohn-Sham gap (spin up / spin down): 4.61 / 6.25 eV
- 2S+1: 4
- ⟨S²⟩: 3.781
- LUMO (spin up / spin down): 0.1484 / 0.1484 Eh
- Net charge: -2
- HOMO energy (spin up / spin down): -0.57 / -2.22 eV

Below is 7 unconnected molecules or ions with the total composition C30H74BO8, with properties calculated with wB97M-V/def2-TZVPD.

```
113
Properties=species:S:1:pos:R:3
B -0.796 -0.753 -0.480
C -0.520 0.804 0.006
C -0.989 1.850 -1.023
C -1.651 3.113 -0.452
C -3.106 2.938 0.009
O -3.406 1.564 0.261
C -4.524 1.014 -0.213
C -4.760 -0.337 0.393
O -5.224 1.530 -1.059
H -1.948 -1.115 -0.212
H -0.003 -1.537 0.061
H -0.622 -0.824 -1.711
H -1.006 1.009 0.969
H 0.557 0.931 0.172
H -0.135 2.190 -1.617
H -1.674 1.380 -1.739
H -1.048 3.476 0.385
H -1.646 3.900 -1.214
H -3.799 3.357 -0.717
H -3.263 3.440 0.968
H -4.261 -0.436 1.352
H -4.315 -1.079 -0.271
H -5.832 -0.509 0.471
C 4.080 -1.801 -0.369
C 3.761 -0.370 0.037
O 2.893 -0.278 1.142
C 3.338 -0.846 2.352
C 4.590 -0.196 2.915
H 3.151 -2.356 -0.499
H 4.626 -1.804 -1.315
H 4.697 -2.313 0.372
H 3.223 0.125 -0.772
H 4.689 0.194 0.213
H 3.492 -1.928 2.244
H 2.505 -0.719 3.044
H 5.467 -0.385 2.292
H 4.800 -0.584 3.913
H 4.452 0.884 2.984
C 8.667 4.477 3.636
C 8.366 2.990 3.542
O 6.990 2.686 3.419
C 6.348 3.205 2.265
C 6.924 2.695 0.956
H 8.068 4.937 4.424
H 9.722 4.624 3.871
H 8.461 4.999 2.700
H 8.679 2.489 4.459
H 8.937 2.543 2.719
H 6.351 4.301 2.285
H 5.311 2.885 2.354
H 7.931 3.071 0.769
H 6.290 3.017 0.129
H 6.956 1.604 0.959
C -3.918 1.044 6.287
C -2.727 0.467 5.535
O -2.801 0.619 4.135
C -2.839 1.954 3.661
C -1.620 2.781 4.037
H -4.850 0.655 5.875
H -3.859 0.763 7.341
H -3.948 2.133 6.235
H -2.674 -0.610 5.695
H -1.795 0.896 5.926
H -3.759 2.451 3.998
H -2.892 1.879 2.577
H -1.563 2.988 5.108
H -1.657 3.738 3.515
H -0.712 2.260 3.731
C 1.830 -4.777 5.746
C 2.253 -3.821 4.644
O 3.284 -2.925 5.029
C 4.520 -3.511 5.383
C 5.163 -4.316 4.266
H 1.582 -4.225 6.654
H 0.947 -5.332 5.427
H 2.609 -5.503 5.986
H 1.421 -3.178 4.362
H 2.542 -4.378 3.746
H 4.416 -4.128 6.285
H 5.160 -2.666 5.644
H 4.605 -5.225 4.039
H 6.173 -4.612 4.558
H 5.227 -3.716 3.357
C -6.267 1.518 -6.914
C -6.852 0.154 -6.583
O -6.012 -0.650 -5.780
C -5.693 -0.117 -4.496
C -6.888 0.104 -3.590
H -5.267 1.408 -7.336
H -6.899 2.022 -7.648
H -6.201 2.159 -6.036
H -6.994 -0.420 -7.501
H -7.838 0.269 -6.117
H -5.124 0.813 -4.601
H -5.021 -0.851 -4.054
H -7.538 0.906 -3.945
H -6.512 0.389 -2.608
H -7.480 -0.810 -3.507
C -2.476 -0.686 -6.865
C -3.353 -1.766 -7.473
O -3.098 -2.014 -8.853
C -1.790 -2.455 -9.157
C -1.411 -3.774 -8.502
H -2.530 0.228 -7.459
H -2.824 -0.464 -5.856
H -1.430 -0.986 -6.789
H -4.395 -1.459 -7.422
H -3.265 -2.693 -6.896
H -1.051 -1.686 -8.901
H -1.778 -2.563 -10.243
H -1.311 -3.681 -7.421
H -0.451 -4.116 -8.894
H -2.164 -4.534 -8.715
```

- Electronic energy: -1814.105660 Ha
- Kohn-Sham gap: 7.00 eV
- LUMO: 0.0868 Eh
- Net charge: -1
- HOMO energy: -4.64 eV

Below is 3 unconnected molecules or ions with the total composition C2F2O2S at a distorted geometry, with properties calculated with wB97M-V/def2-TZVPD.

```
7
Properties=species:S:1:pos:R:3
C -1.302 -0.284 -0.483
C 2.392 -0.383 -0.064
O 1.700 -1.301 -0.333
O -2.459 -0.343 -0.137
F -0.356 0.556 -0.330
F -3.237 0.997 0.887
S 3.262 0.758 0.460
```

- Electronic energy: -824.430475 Ha
- Kohn-Sham gap (spin up / spin down): 8.01 / 8.00 eV
- LUMO (spin up / spin down): -0.1075 / -0.1074 Eh
- HOMO energy (spin up / spin down): -10.93 / -10.92 eV

Below is 18 unconnected molecules or ions with the total composition H36O18 at a distorted geometry, with properties calculated with wB97M-V/def2-TZVPD.

```
54
Properties=species:S:1:pos:R:3
O 3.306 -0.176 -0.338
H 3.804 -0.529 0.353
H 2.735 -0.949 -0.473
O 5.395 -1.119 0.681
H 5.914 -0.344 1.132
H 5.697 -1.210 -0.195
O 3.222 -3.837 0.967
H 2.529 -3.673 0.424
H 4.105 -3.819 0.572
O 0.528 -1.940 1.746
H 1.425 -2.594 1.516
H 0.121 -2.592 2.371
O -1.004 -4.470 2.005
H -0.387 -4.715 1.291
H -1.443 -5.357 2.008
O 2.095 -3.648 -2.302
H 2.078 -3.606 -1.414
H 1.683 -2.659 -2.351
O -3.865 -0.137 1.192
H -3.240 -0.443 1.932
H -3.542 0.787 1.103
O 0.819 1.913 -4.099
H 0.365 2.709 -3.856
H 0.138 1.328 -3.742
O -2.453 -2.359 -2.961
H -1.839 -2.847 -3.602
H -3.087 -3.022 -2.651
O -1.228 5.767 -2.129
H -0.398 5.999 -1.942
H -1.556 5.102 -1.613
O -1.228 4.652 3.732
H -2.159 4.690 3.279
H -1.089 3.902 4.180
O 0.053 0.264 3.991
H -0.847 0.674 3.696
H 0.033 -0.644 3.588
O -0.038 -2.345 -1.178
H -0.837 -2.249 -1.731
H -0.724 -2.391 -0.330
O -0.542 1.663 1.580
H 0.320 1.847 1.323
H -0.578 0.683 1.760
O 1.179 5.352 0.167
H 1.464 6.173 0.590
H 2.204 5.048 -0.117
O -4.686 -2.038 -1.236
H -4.540 -1.701 -2.169
H -5.149 -1.343 -0.771
O 1.528 -0.266 -2.785
H 2.292 0.182 -3.111
H 1.362 -0.182 -1.856
O -3.631 3.646 0.561
H -2.763 4.028 0.734
H -3.541 2.796 0.480
```

- Electronic energy: -1375.700959 Ha
- Kohn-Sham gap: 10.47 eV
- LUMO: -0.0119 Eh
- HOMO energy: -10.79 eV

Below is a single C8H12N2S molecule at a distorted geometry, with properties calculated with wB97M-V/def2-TZVPD.

```
23
Properties=species:S:1:pos:R:3
C 0.820 0.247 -1.795
C 1.049 0.862 -0.397
C 0.105 0.428 0.819
C 0.295 -1.060 1.293
C 0.311 1.442 2.038
S -0.883 1.683 3.131
N -1.279 0.378 0.319
C -2.281 -0.497 0.613
C -3.399 -0.015 -0.029
N -3.099 1.063 -0.832
C -1.759 1.250 -0.585
H 1.551 0.589 -2.481
H 0.735 -0.817 -1.943
H -0.051 0.785 -2.146
H 0.911 1.927 -0.556
H 2.121 0.759 -0.137
H 1.267 -1.293 1.630
H 0.101 -1.719 0.498
H -0.265 -1.104 2.249
H 1.298 1.916 2.231
H -2.044 -1.479 1.143
H -4.402 -0.492 -0.162
H -1.161 1.972 -0.916
```

- Electronic energy: -819.654210 Ha
- Kohn-Sham gap: 7.75 eV
- SMILES string: CC[C@@](C)(C=S)n1ccnc1
- LUMO: -0.0262 Eh
- HOMO energy: -8.47 eV

Below is 3 unconnected molecules or ions with the total composition C3H12N2O3 at a distorted geometry, with properties calculated with wB97M-V/def2-TZVPD.

```
20
Properties=species:S:1:pos:R:3
C 2.033 -1.588 0.156
C 0.921 -1.070 -0.768
N 0.948 0.365 -0.930
C 0.438 1.308 -0.088
N -0.497 0.887 0.794
O 0.765 2.486 -0.208
H 2.111 -2.669 0.030
H 1.793 -1.274 1.170
H 2.997 -1.186 -0.138
H 1.026 -1.481 -1.768
H -0.033 -1.439 -0.401
H 1.458 0.763 -1.706
H -0.808 1.530 1.502
H -0.902 -0.035 0.812
O -2.109 -1.254 1.901
H -3.014 -1.397 1.570
H -2.097 -1.926 2.595
O -2.056 2.649 -1.646
H -1.702 3.120 -0.881
H -1.274 2.210 -1.997
```

- Electronic energy: -456.767531 Ha
- Kohn-Sham gap: 9.66 eV
- SMILES string: CCNC(N)=O.O.O
- LUMO: 0.0098 Eh
- HOMO energy: -9.39 eV

Below is a molecular structure, C15H31BNO4RuSSe2Si, with properties calculated with wB97M-V/def2-TZVPD.

```
57
Properties=species:S:1:pos:R:3
Ru -0.077 -0.411 1.022
O 3.520 -1.460 1.921
C 3.527 -2.866 1.899
C 2.520 -3.517 0.932
C 3.115 -4.911 0.649
O 2.261 -5.791 -0.075
C 1.156 -3.717 1.604
Se 0.477 -2.235 2.697
C 2.440 -2.766 -0.401
Se 1.205 -1.255 -0.781
H 2.606 -1.200 2.142
H 3.349 -3.275 2.905
H 4.542 -3.155 1.598
H 3.394 -5.373 1.608
H 4.023 -4.806 0.047
H 1.362 -5.617 0.229
H 1.219 -4.582 2.276
H 0.391 -3.918 0.847
H 2.190 -3.495 -1.175
H 3.431 -2.370 -0.633
S -1.963 2.098 4.756
C -1.313 1.242 3.513
N -0.857 0.637 2.631
C -2.390 -2.633 -0.199
Si -1.976 -0.770 -0.236
C -3.473 0.063 0.594
C -2.121 -0.395 -2.099
H -3.373 -2.831 -0.645
H -2.386 -3.002 0.829
H -1.634 -3.188 -0.762
H -4.411 -0.167 0.074
H -3.337 1.146 0.627
H -3.554 -0.280 1.628
H -3.128 -0.649 -2.451
H -1.399 -1.017 -2.635
H -1.903 0.642 -2.356
C 1.589 3.624 -0.966
C 0.222 3.118 -1.429
C 0.009 3.475 -2.892
O 0.223 1.705 -1.288
B -0.299 1.354 -0.013
O -0.905 2.523 0.508
C -0.928 3.548 -0.476
C -2.301 3.517 -1.147
C -0.728 4.892 0.208
H 2.357 3.109 -1.545
H 1.744 3.384 0.086
H 1.699 4.703 -1.108
H 0.863 3.125 -3.476
H -0.081 4.557 -3.023
H -0.886 2.994 -3.284
H -2.467 2.561 -1.645
H -2.419 4.326 -1.874
H -3.061 3.627 -0.372
H 0.170 4.889 0.823
H -1.579 5.092 0.861
H -0.656 5.700 -0.528
```

- Electronic energy: -6556.378782 Ha
- Kohn-Sham gap (spin up / spin down): 5.73 / 5.87 eV
- 2S+1: 2
- ⟨S²⟩: 0.759
- LUMO (spin up / spin down): 0.1694 / 0.1694 Eh
- Net charge: -2
- HOMO energy (spin up / spin down): -1.13 / -1.26 eV

Q: The lowest electronic energy belongs to which entry?
A: C39H36BrN7O10P2SV